C44H58Br4N2O4P2RuSi | ωB97M-V with the def2-TZVPD basis set

Each line ends with the Löwdin spin population.
Positions of all 116 atoms, in Å:
Ru  0.45  1.55  -0.12  3.23
Br  -1.75  5.45  2.53  0.00
Br  -3.30  7.70  0.57  0.00
Br  -3.25  7.25  -2.72  0.00
Br  -1.62  4.57  -3.96  0.00
P  0.13  0.32  2.11  0.13
P  0.16  -0.30  -1.74  0.07
Si  3.12  0.03  0.20  0.09
O  -0.48  2.89  -1.73  0.12
O  2.72  1.57  0.90  0.07
O  4.19  3.14  1.58  0.01
O  -0.46  3.29  0.88  0.14
N  3.25  3.31  -0.47  0.00
N  2.15  2.96  -1.26  0.05
C  -3.26  1.11  -3.64  0.00
C  4.20  0.20  -2.37  0.01
C  2.95  -2.50  1.04  0.04
C  -1.09  3.96  -1.28  0.01
C  -2.36  0.58  -2.52  0.00
C  1.86  1.73  3.93  0.00
C  -1.42  -2.60  -1.25  0.00
C  -2.41  6.21  -0.19  0.00
C  -2.76  -1.25  -4.45  0.00
C  -1.76  5.27  0.64  0.01
C  1.36  -3.61  2.48  0.14
C  -2.39  6.02  -1.56  0.01
C  2.28  -1.25  1.16  0.20
C  2.87  0.67  4.38  0.00
C  -1.09  4.17  0.14  0.01
C  -3.84  -1.21  2.77  0.00
C  -2.32  -1.24  2.66  0.00
C  0.00  0.42  5.00  0.01
C  -2.44  0.67  1.05  0.02
C  1.97  -0.29  -3.88  0.00
C  3.44  2.71  0.75  0.01
C  0.03  -2.11  -1.34  0.01
C  4.32  0.09  -3.75  0.00
C  0.88  -3.04  -2.25  0.00
C  -1.73  4.90  -2.09  0.01
C  -3.53  0.04  -4.73  0.00
C  4.95  -0.07  0.57  0.01
C  3.21  -0.17  -4.51  0.01
C  0.28  -4.45  -2.34  0.00
C  0.66  -2.43  2.61  0.04
C  -3.96  0.70  1.17  0.00
C  -1.03  0.09  -3.11  0.02
C  -1.48  -3.99  -0.58  0.00
C  0.45  1.17  3.74  0.04
C  2.40  0.03  5.69  0.00
C  -1.74  0.13  2.31  0.02
C  2.97  0.08  -1.71  0.03
C  1.03  -0.61  5.49  0.00
C  2.54  -3.65  1.66  0.13
C  -0.28  -4.87  -0.98  0.00
C  1.03  -1.22  1.96  0.22
C  -4.50  -0.69  1.50  0.00
C  -1.27  -0.98  -4.22  0.00
C  1.83  -0.18  -2.50  0.02
H  -4.59  -0.18  -4.80  0.00
H  -2.02  -1.90  -0.66  0.00
H  1.81  2.51  4.69  0.00
H  2.46  2.61  -2.15  0.00
H  5.09  0.41  -1.79  0.00
H  3.85  1.13  4.50  0.00
H  0.67  -1.06  6.42  0.00
H  -2.77  1.98  -4.07  0.00
H  -3.22  0.43  -5.71  0.00
H  1.13  -1.41  4.76  0.00
H  -2.87  -0.22  -1.98  0.00
H  -3.19  -1.76  -3.59  0.00
H  -0.53  -4.47  -3.08  0.00
H  -1.92  -1.60  3.61  0.00
H  3.66  4.22  -0.56  0.00
H  1.50  3.73  -1.40  0.00
H  0.99  -2.63  -3.26  0.00
H  -0.22  -2.45  3.24  0.00
H  -0.13  1.17  5.79  0.00
H  -2.41  -4.48  -0.87  0.00
H  3.86  -2.54  0.43  0.00
H  1.88  -3.10  -1.83  0.00
H  -0.86  -0.60  -5.16  0.00
H  5.44  -0.92  0.08  0.00
H  -1.87  -2.65  -2.24  0.00
H  2.96  -0.11  3.62  0.00
H  1.10  -0.47  -4.49  0.00
H  5.49  0.84  0.29  0.00
H  -0.97  -0.06  4.86  0.00
H  -2.16  1.39  -1.81  0.00
H  -4.40  1.08  0.25  0.00
H  2.33  0.81  6.47  0.00
H  -0.21  2.04  3.61  0.00
H  1.04  -5.15  -2.68  0.00
H  3.12  -0.71  6.05  0.00
H  -0.56  0.98  -3.54  0.00
H  5.06  -0.19  1.65  0.00
H  3.11  -4.56  1.55  0.01
H  -2.86  -1.94  -5.30  0.00
H  5.29  0.20  -4.22  0.00
H  -4.13  -0.57  3.61  0.00
H  2.21  2.21  3.02  0.00
H  3.28  -0.27  -5.59  0.00
H  -4.28  -1.37  0.67  0.00
H  -0.57  -5.92  -0.98  0.00
H  -1.98  0.82  3.12  0.00
H  0.52  -4.76  -0.23  0.00
H  -4.24  1.39  1.97  0.00
H  -2.02  -1.96  1.89  0.00
H  -4.20  1.46  -3.21  0.00
H  -1.49  -3.88  0.50  0.00
H  -0.76  -1.91  -4.00  0.00
H  1.01  -4.49  3.00  0.01
H  0.45  -2.16  -0.33  0.00
H  -5.59  -0.67  1.61  0.00
H  -2.07  1.67  0.83  0.01
H  -4.21  -2.22  3.00  0.00
H  -2.17  0.02  0.21  0.00

Properties
Orbital gap (spin up / spin down) in eV: 4.15 / 6.53
E_LUMO (spin up / spin down) in eV: 2.188 / 1.890
Total charge: -1
Calculated total energy in eV: -366950.140
Strongest force on any atom in hartree/bohr: 0.0246
Relative energy (zero: lowest compared OMol25 entry of this formula, charge and spin) in kJ/mol: 10.21
⟨S²⟩: 8.774
2S+1: 6

C44H58F12N5OSSbSi3Y | ωB97M-V with the def2-TZVPD basis set

Each line ends with the Löwdin charge.
Positions of all 126 atoms, in Å:
Sb  -2.60  0.67  -2.70  1.44
Y  0.45  0.38  0.00  1.59
S  -2.96  1.91  0.88  0.97
Si  -5.82  0.17  -2.65  0.43
Si  0.61  0.66  -3.71  0.40
Si  -4.21  -2.01  -4.28  0.48
F  2.78  2.00  4.19  0.07
F  -1.91  7.15  -0.83  0.09
F  -1.08  2.10  6.88  0.08
F  1.94  5.40  1.21  0.06
F  -1.12  -0.38  2.86  0.03
F  0.37  7.43  0.67  0.10
F  1.53  2.79  6.38  0.10
F  -0.90  2.56  -1.29  -0.10
F  0.14  -2.47  0.82  -0.12
F  -2.55  4.65  -1.79  0.09
F  -2.38  0.48  5.07  0.09
F  2.33  -2.37  0.47  -0.12
O  -1.51  1.46  0.94  -0.62
N  1.41  2.73  -0.06  -0.05
N  -3.29  -1.03  -0.51  0.03
N  0.59  -1.95  -3.53  0.05
N  3.49  0.66  0.23  -0.21
N  1.44  0.23  2.28  -0.06
C  2.83  -0.20  2.44  -0.23
C  0.89  0.76  3.38  -0.21
C  -0.57  3.79  -0.84  -0.21
C  -1.41  4.84  -1.09  -0.17
C  3.72  1.98  -0.34  -0.20
C  -2.57  -2.50  -5.02  -0.16
C  0.26  -4.28  -3.07  -0.09
C  -1.10  6.10  -0.60  -0.16
C  -0.78  -3.94  -2.19  -0.09
C  -4.17  -1.53  -1.38  -0.45
C  2.38  0.27  -3.20  -0.19
C  0.65  3.85  -0.14  -0.22
C  -4.00  -2.60  1.15  -0.05
C  -3.20  -1.57  0.71  -0.16
C  -4.21  -0.88  -2.73  -0.54
C  0.90  -3.23  -3.70  -0.14
C  -0.46  0.47  3.69  -0.15
C  -0.45  1.67  5.77  -0.16
C  1.11  -1.96  -0.08  -0.37
C  -5.05  -2.55  -0.99  -0.05
C  -4.21  2.18  3.29  -0.21
C  -5.87  1.70  -3.73  -0.19
C  -4.96  -3.09  0.28  -0.05
C  3.80  0.67  1.68  -0.19
C  -1.11  0.89  4.83  -0.17
C  -0.40  -1.61  -2.69  -0.48
C  -1.10  -2.62  -2.01  -0.09
C  -2.92  3.50  1.74  -0.28
C  -5.16  -1.22  -5.71  -0.18
C  -2.68  0.94  -4.85  -0.32
C  -5.07  -3.66  -3.97  -0.19
C  1.51  1.56  4.37  -0.13
C  0.46  0.26  -5.55  -0.19
C  0.87  2.00  5.52  -0.15
C  0.06  6.23  0.13  -0.15
C  -0.57  -0.15  -2.46  -0.50
C  4.36  -0.32  -0.41  -0.10
C  -7.36  -0.85  -3.05  -0.17
C  -6.08  0.81  -0.91  -0.17
C  -3.84  1.11  2.25  -0.29
C  2.80  3.04  0.23  -0.25
C  0.90  5.15  0.37  -0.13
C  -3.10  3.22  3.23  -0.21
C  0.53  2.55  -3.69  -0.18
H  -5.03  2.37  -3.53  0.01
H  3.72  1.69  2.06  0.09
H  -6.78  2.24  -3.47  0.03
H  -7.04  1.33  -0.87  0.04
H  4.77  2.29  -0.19  0.13
H  0.06  -0.72  -5.77  0.01
H  -5.30  1.53  -0.65  0.00
H  -5.63  -3.88  0.57  0.11
H  -0.14  1.01  -6.08  0.01
H  -4.31  1.73  4.27  0.11
H  1.00  2.96  -2.80  0.01
H  -5.89  -0.46  -5.46  -0.01
H  4.84  0.36  1.83  0.12
H  -1.78  -1.76  -4.92  0.00
H  -5.90  1.51  -4.80  0.02
H  -7.60  -1.54  -2.25  0.03
H  4.19  -1.31  0.02  0.08
H  1.04  -2.61  -0.96  0.05
H  0.56  -5.31  -3.24  0.09
H  -8.20  -0.16  -3.14  0.03
H  -2.20  -3.43  -4.60  0.03
H  -1.97  3.95  1.46  0.08
H  -1.85  -2.36  -1.29  0.08
H  -5.78  -2.92  -1.68  0.08
H  3.13  -0.25  3.49  0.12
H  1.72  -3.43  -4.39  0.10
H  -2.17  2.82  3.63  0.10
H  -0.47  2.97  -3.78  0.02
H  -4.98  -4.22  -4.91  0.03
H  -2.74  -2.65  -6.09  0.04
H  -4.46  -0.78  -6.42  0.03
H  -4.70  0.58  1.83  0.08
H  5.41  -0.04  -0.27  0.09
H  -6.09  0.03  -0.16  0.03
H  2.98  3.16  1.30  0.10
H  -6.13  -3.58  -3.74  0.02
H  -3.34  4.13  3.78  0.12
H  -3.87  -3.00  2.14  0.11
H  -2.18  0.15  -5.39  -0.02
H  3.55  1.91  -1.42  0.09
H  1.11  2.89  -4.56  0.03
H  2.91  -1.21  2.05  0.09
H  -2.20  1.88  -5.10  0.00
H  -5.16  2.64  3.03  0.11
H  3.11  3.98  -0.23  0.12
H  1.47  0.31  -5.96  0.03
H  3.01  1.15  -3.25  0.03
H  -3.71  1.00  -5.16  -0.03
H  -7.30  -1.41  -3.98  0.01
H  4.16  -0.37  -1.48  0.06
H  2.42  -0.13  -2.18  -0.01
H  -5.69  -2.02  -6.23  0.03
H  -2.43  -1.16  1.35  0.08
H  -1.31  -4.71  -1.64  0.11
H  -3.13  0.39  2.65  0.06
H  -4.59  -4.25  -3.19  0.03
H  2.80  -0.51  -3.83  0.03
H  -3.73  4.11  1.34  0.10

Properties
Orbital gap in eV: 6.73
E_LUMO in eV: 2.039
Total charge: -1
Calculated total energy in eV: -130728.926
Strongest force on any atom in hartree/bohr: 0.0329
Relative energy (zero: lowest compared OMol25 entry of this formula, charge and spin) in kJ/mol: 8.93

C44H58N2O5S | ωB97M-V with the def2-TZVPD basis set

Each line ends with the Löwdin charge.
Positions of all 110 atoms, in Å:
S  -2.01  -0.68  -2.80  0.80
O  -1.14  -0.43  4.18  -0.23
O  -2.28  -3.46  2.17  -0.17
O  6.22  -1.40  -1.78  -0.11
O  5.05  -1.37  -3.99  -0.02
O  -1.29  5.66  0.42  -0.24
N  -4.37  -1.48  -0.51  0.01
N  -3.24  -1.14  0.24  -0.17
C  -0.83  -4.38  9.65  -0.10
C  -5.41  -1.89  0.30  -0.21
C  -1.88  -1.73  4.10  -0.15
C  0.13  -4.43  -1.18  -0.07
C  -0.97  2.53  -3.34  -0.18
C  -2.91  -4.79  8.49  -0.09
C  1.70  1.78  -8.72  -0.10
C  -0.63  3.04  -7.84  -0.10
C  0.92  1.18  -7.73  -0.09
C  -1.68  -3.41  0.80  -0.09
C  0.51  1.78  -3.37  -0.21
C  -2.30  -4.47  7.28  -0.10
C  1.32  3.00  -9.28  -0.10
C  -1.46  -2.14  -1.69  -0.35
C  5.08  -1.63  -2.68  -0.30
C  0.04  5.98  0.96  -0.24
C  1.01  4.67  1.15  -0.11
C  -2.92  1.44  1.10  0.01
C  6.47  0.05  -1.70  -0.19
C  -2.15  0.74  -1.53  -0.30
C  5.30  2.21  -0.73  -0.22
C  3.73  -2.32  -1.99  -0.02
C  2.96  1.63  -2.09  -0.19
C  -2.20  -2.17  -0.19  -0.04
C  -0.25  1.81  -7.29  -0.10
C  -1.20  4.98  -0.89  -0.18
C  -0.95  -4.10  7.25  -0.10
C  -6.20  -3.33  0.01  -0.07
C  -0.34  -3.22  -2.20  -0.08
C  0.29  -0.66  4.48  -0.25
C  -0.22  -4.06  8.44  -0.09
C  -0.53  -4.52  0.32  0.00
C  -2.18  -4.74  9.68  -0.10
C  -1.25  -2.78  3.01  -0.16
C  1.35  2.07  -1.99  -0.21
C  5.86  0.72  -0.33  -0.17
C  0.15  3.63  -8.84  -0.10
C  -2.80  0.28  -0.06  -0.13
C  -1.74  3.44  -0.67  -0.05
C  -2.40  2.99  0.79  0.00
C  1.30  -0.28  3.22  -0.11
C  3.66  2.26  -0.71  -0.22
C  -1.62  2.27  -1.85  -0.10
C  -5.98  -0.98  1.58  -0.06
H  -0.16  -5.37  1.04  0.09
H  3.28  3.39  -0.68  0.09
H  -3.39  1.11  2.14  0.09
H  -1.53  3.53  -7.50  0.10
H  -1.96  5.51  -1.61  0.14
H  5.66  2.95  0.13  0.11
H  1.09  2.24  -4.29  0.11
H  0.59  0.09  5.36  0.13
H  -6.98  -1.47  1.96  0.08
H  3.83  -3.49  -2.04  0.10
H  1.92  3.45  -10.05  0.10
H  3.17  1.66  0.20  0.12
H  -5.17  -0.92  2.43  0.07
H  -6.26  0.07  1.15  0.09
H  5.67  2.62  -1.76  0.11
H  -7.36  -3.16  -0.04  0.08
H  -0.13  5.04  -1.39  0.13
H  2.21  0.35  3.62  0.08
H  -0.61  -2.12  2.25  0.13
H  0.50  -1.74  4.92  0.12
H  -3.96  -5.08  8.51  0.10
H  -5.86  -3.83  -1.01  0.09
H  1.81  4.69  0.28  0.06
H  5.01  0.06  0.17  0.12
H  0.94  1.52  -1.04  0.12
H  -0.13  6.44  2.05  0.13
H  -1.65  2.00  -4.13  0.09
H  -3.00  -1.48  3.76  0.13
H  0.11  -3.10  -3.30  0.10
H  -0.89  3.66  -3.65  0.12
H  2.76  -1.99  -2.55  0.08
H  1.61  4.66  2.17  0.08
H  3.48  2.06  -3.06  0.12
H  -2.87  -4.51  6.36  0.10
H  0.83  -3.78  8.42  0.10
H  2.61  1.29  -9.06  0.10
H  -0.26  -4.35  10.57  0.10
H  1.69  -1.22  2.64  0.07
H  5.97  0.64  -2.61  0.13
H  -5.94  -4.02  0.94  0.09
H  -0.48  -3.85  6.31  0.08
H  0.46  3.63  1.08  0.08
H  7.63  0.26  -1.73  0.14
H  0.62  6.83  0.35  0.13
H  0.74  0.43  2.45  0.09
H  0.45  0.63  -3.55  0.09
H  0.97  -5.16  -1.58  0.09
H  -0.55  -3.57  3.58  0.14
H  2.98  0.45  -2.06  0.10
H  1.21  0.23  -7.30  0.10
H  -2.50  3.74  1.71  0.10
H  -2.66  -4.99  10.62  0.10
H  -0.86  1.35  -6.52  0.09
H  6.71  0.80  0.50  0.12
H  -0.14  4.58  -9.27  0.10
H  1.37  3.26  -1.86  0.11
H  -2.00  -2.19  5.20  0.12
H  3.68  -1.94  -0.88  0.09

Properties
Orbital gap in eV: 7.55
E_LUMO in eV: -0.275
Calculated total energy in eV: -70592.011
Strongest force on any atom in hartree/bohr: 0.1645

C44H58N4O6P2STi | ωB97M-V with the def2-TZVPD basis set

Each line ends with the Löwdin charge.
Positions of all 116 atoms, in Å:
Ti  0.36  0.27  -0.22  0.90
S  0.12  -1.19  -2.17  0.74
P  -2.48  0.88  0.93  0.72
P  2.62  -2.06  -1.25  1.14
O  0.97  0.02  1.67  -0.06
O  1.11  -4.19  -1.58  -0.08
O  0.69  0.28  -1.98  -0.50
O  -1.25  -1.01  -2.63  -0.39
O  2.45  -0.07  0.09  -0.09
O  0.05  -1.46  -0.56  -0.51
N  -2.37  0.24  2.51  -0.21
N  -3.66  -0.16  0.27  -0.19
N  -1.17  1.12  0.10  -0.22
N  -3.19  2.38  1.23  -0.21
C  -5.57  -1.94  -0.08  -0.20
C  1.94  -0.58  1.12  -0.60
C  2.22  -3.57  -2.19  -0.40
C  -2.50  -1.77  3.91  -0.16
C  2.67  -3.87  -3.41  -0.07
C  -5.71  -0.70  -0.97  -0.18
C  -2.66  4.73  0.90  -0.18
C  2.35  -1.94  1.51  -0.12
C  -0.05  -4.02  -2.30  -0.17
C  2.02  2.90  0.85  -0.28
C  5.34  -2.95  -1.36  -0.08
C  -1.62  1.01  3.49  -0.20
C  1.18  2.98  -1.42  -0.04
C  2.30  -2.41  2.82  -0.01
C  2.66  -2.78  0.44  -0.22
C  2.93  -4.58  2.02  -0.06
C  2.92  -4.12  0.71  -0.06
C  3.55  3.92  -3.84  -0.06
C  2.62  -3.73  3.07  -0.07
C  -4.81  0.42  -0.43  -0.20
C  7.15  -1.45  -1.84  -0.09
C  -3.19  -1.31  -0.48  -0.25
C  -4.14  -2.48  -0.22  -0.16
C  3.50  2.60  -1.03  -0.04
C  2.75  2.69  -3.41  -0.37
C  -4.29  2.67  2.13  -0.21
C  2.06  -4.76  -4.37  -0.09
C  -1.81  0.40  4.89  -0.16
C  4.90  -0.63  -1.82  -0.09
C  0.74  -5.00  -4.44  -0.09
C  1.50  2.54  -4.28  -0.07
C  3.29  2.68  0.34  -0.04
C  -0.25  -4.43  -3.55  -0.07
C  1.80  3.04  2.33  -0.03
C  4.44  -1.90  -1.49  -0.32
C  0.96  3.05  -0.04  -0.09
C  -1.97  -1.16  2.59  -0.19
C  -3.02  3.41  0.22  -0.22
C  6.26  -0.40  -2.00  -0.08
C  2.45  2.75  -1.93  -0.20
C  6.69  -2.72  -1.53  -0.08
C  -4.04  4.00  2.85  -0.18
C  -2.90  -0.66  4.87  -0.21
C  -3.79  5.13  1.85  -0.20
H  -2.40  -1.70  1.75  0.08
H  4.46  4.02  -3.25  0.07
H  -2.01  2.04  3.46  0.09
H  -5.23  2.76  1.56  0.11
H  -0.85  -3.59  -1.70  0.11
H  -4.49  1.06  -1.26  0.12
H  0.90  1.70  -3.93  0.06
H  3.38  1.80  -3.58  0.13
H  2.05  -1.73  3.62  0.12
H  -4.90  4.24  3.48  0.11
H  -1.71  -2.39  4.36  0.11
H  1.92  2.07  2.82  0.07
H  -2.24  3.08  -0.46  0.09
H  -0.87  -0.06  5.23  0.11
H  -5.77  -1.65  0.95  0.11
H  4.50  2.43  -1.39  0.11
H  -3.83  -0.21  4.53  0.11
H  4.13  2.57  1.01  0.12
H  3.83  3.85  -4.89  0.08
H  7.39  -3.54  -1.43  0.10
H  2.53  3.73  2.77  0.08
H  -0.02  3.32  0.33  0.09
H  6.62  0.58  -2.25  0.10
H  0.34  3.16  -2.08  0.12
H  0.35  -5.61  -5.24  0.10
H  -6.30  -2.70  -0.36  0.11
H  1.79  2.35  -5.31  0.08
H  2.62  -4.10  4.08  0.10
H  -3.87  -3.02  0.70  0.10
H  -1.74  4.59  1.48  0.10
H  3.60  -3.39  -3.71  0.11
H  -6.75  -0.36  -0.99  0.11
H  0.80  3.40  2.54  0.07
H  0.91  3.45  -4.26  0.08
H  8.21  -1.28  -1.99  0.10
H  2.96  4.82  -3.71  0.08
H  4.98  -3.94  -1.12  0.10
H  -0.56  1.04  3.22  0.10
H  -3.96  3.54  -0.35  0.12
H  3.11  -4.82  -0.09  0.11
H  -2.48  5.50  0.16  0.11
H  -2.15  -1.55  -0.20  0.07
H  -3.16  3.90  3.49  0.10
H  4.18  0.16  -1.91  0.07
H  -4.70  5.31  1.27  0.11
H  3.17  -5.61  2.22  0.11
H  -5.38  1.02  0.28  0.10
H  -3.54  6.05  2.38  0.11
H  -1.25  -4.32  -3.95  0.11
H  -4.38  1.85  2.83  0.11
H  -3.16  -1.07  -1.55  0.10
H  2.71  -5.16  -5.13  0.10
H  -3.36  -2.42  3.72  0.10
H  -2.07  1.19  5.61  0.11
H  -4.07  -3.19  -1.05  0.11
H  -0.87  -1.25  2.53  0.11
H  -5.43  -0.96  -1.99  0.11
H  -3.06  -1.07  5.87  0.11

Properties
Orbital gap in eV: 7.81
E_LUMO in eV: 0.431
Calculated total energy in eV: -117345.828
Strongest force on any atom in hartree/bohr: 0.0724
Relative energy (zero: lowest compared OMol25 entry of this formula, charge and spin) in kJ/mol: 458.67